# C4HO2

A gas-phase ion, C4HO2 (charge -1) in a non-equilibrium geometry (wB97M-V/def2-TZVPD, the Open Molecules 2025 dataset).

Element x y z (Å)
C  -0.82678  1.54329  0.33570
C  -0.04807  0.36751  0.16958
C  1.32332  -0.40429  -0.11495
C  -1.42758  0.31597  0.04976
O  1.84922  -0.96781  0.83195
O  1.46685  -0.42822  -1.32103
H  -2.33694  -0.42646  0.04899

Calculated values
- Electronic energy: -303.305259 Eh
- Spin multiplicity: 3
- Expectation value of S²: 2.024
- Kohn-Sham gap (spin up / spin down): 5.73 / 7.45 eV
- Lowest unoccupied orbital energy (spin up / spin down): 4.520 / 2.546 eV
- Energy above the lowest of the compared OMol25 structures with the same formula, charge and spin: 0.0 kJ/mol
- Maximum force: 6.0 eV Å⁻¹
- Total charge: -1